1.
ORCA calculation (ωB97M-V with the def2-TZVPD basis set) on a 2-piece molecular cluster, C3H6NP overall.

As for the calculated total energy: -513.89398 Eh. As for the SMILES: C=C=N.C=P. The HOMO energy comes out at -8.92 eV. The HOMO-LUMO gap comes out at 9.2 eV. The calculation puts the strongest force on any atom at 2.29 eV/Å.

The geometry in XYZ format:
```
11
Properties=species:S:1:pos:R:3:lowdin_charge:R:1
C -1.35 1.27 -0.12 -0.035
C -2.55 0.81 -0.25 -0.286
N -3.57 0.14 -0.33 0.132
H -0.90 1.05 0.84 0.051
H -0.98 1.99 -0.77 0.027
H -4.55 0.39 -0.06 0.091
C 3.25 -1.43 0.01 -0.506
P 2.54 0.01 0.43 0.697
H 4.30 -1.46 0.17 -0.056
H 2.73 -2.43 -0.21 0.023
H 1.09 -0.35 0.30 -0.137
```

=====

2.
ORCA calculation (ωB97M-V with the def2-TZVPD basis set) on C8H32BeN16O8 as an isolated structure.

As for the calculated total energy: -1816.65373 Eh. As for the charge: +1. The spin multiplicity is 2. The HOMO energy (alpha / beta) comes out at -5.73 / -11.03 eV. Its expectation value of S² is 0.75. The HOMO-LUMO gap (alpha / beta) comes out at 3.9 / 9.2 eV. The calculation puts the strongest force on any atom at 7.77 eV/Å.

The geometry in XYZ format:
```
65
Properties=species:S:1:pos:R:3:mulliken_spin:R:1
Be 15.77 -3.62 16.51 1.053
C 16.71 -6.30 14.12 0.068
O 16.06 -5.55 14.81 -0.066
N 16.25 -7.37 13.58 -0.001
N 17.93 -5.95 13.69 -0.002
H 15.34 -7.72 13.85 -0.002
H 16.75 -7.86 12.84 -0.001
H 18.35 -5.13 14.10 -0.002
H 18.52 -6.49 13.08 0.001
C 18.35 -2.07 14.65 0.084
O 17.61 -2.94 15.05 -0.043
N 17.90 -0.95 14.15 -0.005
N 19.60 -2.21 14.75 0.004
H 16.90 -0.81 14.02 -0.002
H 18.50 -0.17 14.39 -0.002
H 20.19 -1.52 14.31 -0.001
H 19.84 -3.19 14.76 0.001
C 12.25 -2.91 16.26 0.039
O 13.32 -3.54 16.14 -0.015
N 11.48 -2.50 15.32 -0.013
N 11.72 -2.60 17.40 -0.001
H 11.65 -2.57 14.33 -0.003
H 10.84 -1.79 15.65 -0.007
H 10.92 -1.98 17.40 0.003
H 12.39 -2.69 18.16 -0.017
C 14.90 -6.72 17.28 -0.038
O 15.42 -5.76 17.76 -0.028
N 15.29 -7.93 17.38 0.010
N 13.75 -6.69 16.72 0.014
H 14.73 -8.61 16.89 -0.002
H 16.07 -8.29 17.91 -0.004
H 13.34 -7.54 16.36 0.002
H 13.19 -5.85 16.73 -0.012
C 14.82 -1.82 13.57 0.059
O 14.91 -2.69 14.41 -0.027
N 14.59 -2.06 12.31 -0.001
N 14.92 -0.57 13.90 -0.001
H 14.39 -2.97 11.93 -0.001
H 14.90 -1.47 11.55 0.000
H 14.30 0.05 13.41 0.001
H 14.96 -0.22 14.85 0.006
C 14.38 -3.50 19.91 0.017
O 15.35 -3.42 19.20 0.006
N 14.01 -2.62 20.89 0.000
N 13.44 -4.32 19.70 -0.007
H 14.46 -1.75 21.11 -0.001
H 13.07 -2.56 21.25 -0.004
H 12.63 -4.28 20.30 0.001
H 13.69 -4.90 18.91 -0.003
C 19.16 -4.68 17.37 0.001
O 18.04 -4.24 17.53 -0.024
N 20.26 -4.08 16.96 0.003
N 19.41 -5.93 17.27 0.005
H 20.06 -3.09 16.99 0.000
H 21.13 -4.58 16.88 -0.002
H 18.74 -6.69 17.17 -0.001
H 20.36 -6.28 17.32 0.000
C 14.85 -0.42 17.78 0.039
O 15.75 -1.16 17.35 -0.064
N 13.76 -0.07 17.18 -0.020
N 14.89 -0.01 19.00 0.020
H 13.74 -0.19 16.17 -0.004
H 13.10 0.46 17.73 -0.007
H 15.49 -0.34 19.74 0.002
H 14.47 0.86 19.30 -0.002
```

=====

3.
ORCA calculation (ωB97M-V with the def2-TZVPD basis set) on one molecule with the formula C2H2FN3.

As for the calculated total energy: -341.35483 Eh. As for the SMILES: F/N=N\[C@H]1C=N1. The HOMO energy comes out at -10.85 eV. The HOMO-LUMO gap comes out at 10.8 eV. The calculation puts the strongest force on any atom at 6.76 eV/Å.

The geometry in XYZ format:
```
8
Properties=species:S:1:pos:R:3:lowdin_charge:R:1
F 3.04 -0.47 1.62 -0.220
N 2.78 -1.08 0.22 0.129
N 1.70 -0.99 -0.18 0.031
C 0.56 -0.52 0.36 -0.313
C -0.53 -0.24 -0.59 -0.023
N -0.60 -1.41 -0.10 0.194
H 0.37 0.09 1.22 0.133
H -0.97 0.41 -1.18 0.069
```

=====

4.
ORCA calculation (ωB97M-V with the def2-TZVPD basis set) on C49H45As2GeN3O8Ti as an isolated structure.

As for the calculated total energy: -10058.23758 Eh. As for the charge: +1. The spin multiplicity is 2. The HOMO energy (alpha / beta) comes out at -9.76 / -9.65 eV. Its expectation value of S² is 0.76. The HOMO-LUMO gap (alpha / beta) comes out at 6.8 / 6.8 eV. The calculation puts the strongest force on any atom at 0.70 eV/Å.

The geometry in XYZ format:
```
109
Properties=species:S:1:pos:R:3:mulliken_spin:R:1
Ti 0.11 -0.04 -0.34 0.921
C 3.94 2.28 0.08 0.003
C 2.70 1.83 -0.39 0.019
N 2.02 0.87 0.20 -0.052
C 2.53 0.27 1.32 0.028
C 3.79 0.62 1.82 -0.006
C 4.48 1.67 1.18 0.007
C 4.34 -0.10 2.91 -0.001
C 3.64 -1.15 3.41 -0.001
C 2.35 -1.48 2.93 -0.002
C 1.74 -0.75 1.94 0.006
N 0.46 -0.93 1.40 -0.054
C -0.59 -1.64 1.98 0.030
C -0.67 -2.15 3.26 -0.007
C -1.82 -2.84 3.71 0.002
C -2.91 -3.02 2.92 -0.008
C -2.90 -2.45 1.62 0.004
C -4.02 -2.51 0.76 0.003
C -3.99 -1.89 -0.46 0.004
C -2.82 -1.21 -0.83 0.022
N -1.75 -1.17 -0.06 -0.049
C -1.76 -1.76 1.17 0.011
H 4.45 3.08 -0.44 0.000
H 2.25 2.28 -1.27 -0.013
H 5.45 1.97 1.55 0.000
H 5.31 0.17 3.29 0.000
H 4.06 -1.75 4.21 0.000
H 1.88 -2.35 3.36 -0.001
H 0.13 -1.99 3.97 -0.001
H -1.81 -3.22 4.72 0.000
H -3.78 -3.55 3.27 0.000
H -4.91 -3.03 1.09 0.000
H -4.84 -1.89 -1.13 0.000
H -2.78 -0.70 -1.79 -0.015
C -0.91 2.02 2.57 0.000
Ge -1.17 2.09 0.62 0.027
C -0.46 3.85 0.08 -0.012
C -0.41 4.90 0.99 -0.003
C 0.16 6.12 0.66 0.000
C 0.69 6.32 -0.61 0.000
C 0.66 5.29 -1.53 0.002
C 0.10 4.07 -1.19 -0.011
C -3.13 1.88 0.39 -0.017
C -3.83 1.37 1.46 0.000
C -5.19 0.99 1.36 0.001
C -5.85 1.11 0.17 -0.001
C -5.18 1.63 -0.96 -0.001
C -5.86 1.79 -2.20 0.001
C -5.23 2.34 -3.28 0.000
C -3.89 2.77 -3.17 -0.001
C -3.21 2.60 -2.00 -0.004
C -3.82 2.03 -0.85 0.017
H -1.52 2.76 3.09 -0.001
H 0.14 2.23 2.80 0.000
H -1.14 1.03 2.97 0.002
H -0.82 4.77 1.99 0.000
H 0.18 6.92 1.39 0.000
H 1.13 7.28 -0.87 0.000
H 1.07 5.44 -2.52 0.000
H 0.10 3.26 -1.92 0.019
H -3.34 1.25 2.42 -0.001
H -5.70 0.61 2.24 0.000
H -6.89 0.82 0.08 0.000
H -6.89 1.47 -2.27 0.000
H -5.77 2.47 -4.21 0.000
H -3.42 3.26 -4.01 0.000
H -2.19 2.97 -1.91 0.002
C -2.85 -1.73 -6.75 0.000
O -1.69 -1.67 -5.89 0.000
C -1.96 -1.42 -4.62 -0.005
O -3.03 -1.08 -4.17 0.000
C -0.72 -1.41 -3.77 0.006
C -0.15 -2.49 -3.24 0.012
As 1.29 -2.12 -1.98 0.019
C 2.44 -3.68 -1.78 -0.001
C 2.35 -0.97 -3.14 0.031
C 1.76 0.11 -3.65 0.013
As -0.12 0.37 -3.21 0.043
C -0.84 1.45 -4.65 0.004
C 2.57 1.16 -4.32 0.000
O 3.61 0.96 -4.90 0.000
O 2.02 2.37 -4.17 0.005
C 2.77 3.47 -4.74 0.000
C 3.84 -1.21 -3.07 0.003
O 4.42 -0.87 -2.08 0.001
O 4.43 -1.93 -4.02 0.000
C 3.71 -2.23 -5.22 0.000
C -0.76 -3.83 -3.43 0.001
O -1.69 -4.06 -4.15 0.000
O -0.14 -4.75 -2.68 0.000
C -0.70 -6.08 -2.72 0.000
H -2.48 -2.11 -7.70 0.000
H -3.28 -0.74 -6.88 0.000
H -3.58 -2.41 -6.32 0.000
H 2.00 -4.33 -1.04 0.000
H 3.40 -3.31 -1.43 0.000
H 2.55 -4.20 -2.73 -0.001
H -0.40 1.14 -5.60 -0.001
H -0.60 2.50 -4.46 0.000
H -1.92 1.32 -4.65 0.001
H 2.27 4.37 -4.41 0.000
H 2.75 3.40 -5.83 0.000
H 3.80 3.43 -4.39 0.000
H 3.56 -1.33 -5.80 0.000
H 2.74 -2.70 -5.00 0.000
H 4.33 -2.93 -5.77 0.000
H -0.37 -6.58 -1.82 0.000
H -0.32 -6.60 -3.60 0.000
H -1.78 -6.03 -2.77 0.000
```

=====

- The lowest calculated total energy belongs to which entry?
  C49H45As2GeN3O8Ti